Entry from OMol25: a cluster of 4 separate species, C3H11N2O3 in total (ωB97M-V/def2-TZVPD).

Calculated values
orbital gap: 11.265 eV
net charge: +1
LUMO energy: -2.726 eV

Cartesian coordinates (Å):
O 1.58 3.20 -0.92
O 2.03 0.54 0.80
O -1.10 1.83 -0.69
N -1.61 -0.98 -0.08
N 0.40 -1.72 0.01
C -1.57 -1.88 0.96
C -0.42 -0.92 -0.66
C -0.29 -2.33 1.03
H 1.52 3.13 -1.88
H 1.40 -1.76 -0.14
H 0.16 -3.06 1.67
H 1.86 1.31 0.25
H -0.44 2.47 -0.39
H -2.33 -2.06 1.69
H 1.53 4.15 -0.75
H -0.17 -0.21 -1.42
H 2.67 0.80 1.46
H -2.30 -0.26 -0.20
H -1.57 2.30 -1.39